Record 1
The following is a quantum chemistry calculation of 11 unconnected molecules or ions with the total composition C32H93N15O11 at a distorted geometry, from the Open Molecules 2025 dataset.

Output
LUMO (alpha / beta)   -2.0447 / -8.3341 eV
ΔE to the lowest compared entry with this formula, charge and spin   65.5 kJ/mol
<S²>   0.756
Spin multiplicity   2
HOMO-LUMO gap (alpha / beta)   8.09 / 1.80 eV
Charge   +1

XYZ file:
```
151
Properties=species:S:1:pos:R:3:mulliken_charge:R:1
C 0.430 6.393 -3.238 0.550
O -0.122 7.469 -3.347 -0.733
N 1.163 5.876 -4.138 -0.340
N 0.283 5.476 -2.321 -0.015
H 1.648 5.026 -3.890 0.155
H 1.450 6.514 -4.866 0.224
H -0.230 5.789 -1.509 0.088
H 0.586 4.514 -2.374 0.122
C -2.022 6.012 1.371 0.598
O -2.118 5.520 0.266 -0.624
N -2.004 5.350 2.506 -0.284
N -1.938 7.337 1.530 -0.454
H -1.656 5.780 3.351 0.218
H -1.904 4.345 2.531 0.242
H -1.806 7.911 0.710 0.289
H -1.580 7.463 2.466 0.151
C 3.325 2.394 -2.101 0.647
O 2.542 3.264 -1.937 -0.562
N 4.627 2.665 -2.247 -0.467
N 3.137 1.159 -2.111 -0.157
H 5.311 1.981 -2.538 0.131
H 4.909 3.635 -2.260 0.243
H 3.923 0.527 -2.162 0.197
H 2.314 0.678 -1.776 -0.051
C -0.682 -5.607 1.514 0.319
O -1.102 -6.683 1.930 -0.770
N -0.322 -4.617 2.206 0.118
N -0.618 -5.307 0.274 -0.020
H 0.242 -3.916 1.746 -0.156
H -0.358 -4.728 3.209 0.200
H -0.485 -4.320 0.106 -0.179
H -0.991 -5.952 -0.409 0.264
C -5.916 -5.820 0.938 -1.751
C -4.483 -5.520 1.373 0.560
C -3.928 -4.128 0.906 0.287
O -4.042 -3.772 -0.440 -0.277
C -3.212 -4.359 -1.356 0.003
N -4.554 -5.497 2.777 -0.453
H -6.310 -6.732 1.386 0.524
H -6.075 -6.022 -0.122 0.361
H -6.533 -4.962 1.205 0.414
H -3.842 -6.332 1.030 0.340
H -2.923 -3.937 1.284 -0.531
H -4.448 -3.384 1.510 0.501
H -3.474 -3.984 -2.345 0.286
H -3.325 -5.441 -1.287 0.389
H -2.211 -4.007 -1.108 -0.261
H -5.331 -6.072 3.068 0.327
H -3.739 -6.066 2.961 0.350
C -1.554 1.068 5.990 -1.513
C -1.066 0.629 4.545 0.466
C -0.858 1.873 3.654 0.342
O -2.080 2.661 3.484 -0.557
C -3.274 1.990 2.936 -0.584
N 0.235 0.051 4.664 -0.248
H -1.058 1.959 6.376 0.309
H -1.481 0.256 6.712 0.461
H -2.614 1.320 6.029 0.322
H -1.747 -0.063 4.049 0.136
H -0.628 1.563 2.634 -0.387
H -0.047 2.537 3.951 0.189
H -3.648 1.436 3.797 0.249
H -2.902 1.301 2.178 0.110
H -3.993 2.733 2.591 0.332
H 0.228 -0.656 5.386 0.310
H 0.920 0.765 4.866 0.089
C 3.421 -5.531 0.468 -1.015
C 3.891 -4.111 0.215 1.186
C 3.924 -3.076 1.378 -0.979
O 2.654 -3.038 2.011 -0.100
C 2.568 -2.051 3.105 -1.100
N 5.182 -4.269 -0.367 -0.708
H 2.372 -5.342 0.698 -0.030
H 3.785 -5.938 1.412 0.377
H 3.479 -6.291 -0.311 0.399
H 3.248 -3.751 -0.588 -0.444
H 4.230 -2.080 1.059 0.465
H 4.659 -3.437 2.096 0.351
H 2.743 -0.987 2.944 0.417
H 3.274 -2.277 3.905 0.528
H 1.585 -2.110 3.573 0.165
H 5.551 -3.332 -0.288 0.254
H 5.810 -4.815 0.206 0.308
C -0.749 -3.504 -4.286 -1.547
C 0.580 -2.786 -4.272 0.163
C 0.498 -1.268 -4.532 -0.577
O -0.173 -1.085 -5.824 -0.245
C 0.740 -1.288 -6.922 -0.891
N 1.144 -3.055 -2.984 -0.513
H -0.515 -4.568 -4.254 0.515
H -1.141 -3.286 -5.279 0.422
H -1.424 -3.001 -3.594 0.101
H 1.194 -3.321 -4.996 0.607
H 1.486 -0.816 -4.437 0.413
H -0.106 -0.789 -3.762 -0.025
H 0.972 -2.342 -7.070 0.313
H 1.658 -0.754 -6.676 0.346
H 0.462 -0.889 -7.898 0.320
H 1.379 -4.034 -3.053 0.302
H 2.095 -2.717 -3.024 0.193
C -1.107 -1.293 1.645 -0.895
C -0.647 -1.128 0.198 0.548
C 0.075 0.239 0.066 0.194
O -0.860 1.320 0.172 -0.479
C -0.271 2.486 -0.400 -0.656
N 0.218 -2.183 -0.287 0.824
H -1.547 -2.269 1.851 -0.229
H -1.940 -0.640 1.902 0.271
H -0.218 -1.176 2.266 0.074
H -1.558 -1.081 -0.397 0.441
H 0.508 0.311 -0.931 -0.494
H 0.795 0.357 0.877 0.359
H 0.504 2.854 0.273 0.184
H -1.071 3.225 -0.435 0.301
H 0.176 2.518 -1.393 0.321
H 0.393 -2.035 -1.271 -0.479
H 1.122 -2.135 0.161 -0.333
C -3.013 3.772 -3.538 -1.208
C -3.614 3.126 -4.729 0.790
C -2.675 2.278 -5.655 -0.593
O -3.462 1.899 -6.796 -0.358
C -2.618 1.079 -7.707 -0.552
N -4.596 2.283 -4.089 -0.688
H -2.594 3.029 -2.860 0.023
H -3.733 4.386 -2.996 0.466
H -2.139 4.371 -3.792 0.212
H -4.116 3.908 -5.298 0.241
H -2.292 1.450 -5.058 0.153
H -1.808 2.804 -6.053 0.388
H -1.792 1.556 -8.235 0.330
H -3.202 0.553 -8.462 0.358
H -2.065 0.324 -7.148 0.041
H -5.348 2.869 -3.754 0.202
H -4.989 1.599 -4.719 0.240
C 3.127 3.281 2.955 -1.524
C 3.448 3.155 4.418 1.267
C 4.901 2.887 4.651 -1.135
O 4.919 2.722 6.042 -0.331
C 6.232 2.552 6.532 -0.842
N 2.903 4.364 5.022 -0.725
H 3.521 4.196 2.512 0.369
H 2.060 3.312 2.734 0.247
H 3.382 2.415 2.345 0.407
H 2.950 2.299 4.874 -0.112
H 5.523 3.629 4.149 0.426
H 5.394 2.117 4.058 0.445
H 6.171 2.479 7.618 0.257
H 6.748 3.487 6.311 0.350
H 6.777 1.664 6.210 0.297
H 1.900 4.246 5.004 0.274
H 3.011 5.139 4.383 0.322
```


Record 2
The following is a quantum chemistry calculation of C6H15NO in the gas phase at a distorted geometry, from the Open Molecules 2025 dataset.

Output
LUMO   0.6617 eV
ΔE to the lowest compared entry with this formula, charge and spin   175.8 kJ/mol
HOMO-LUMO gap   9.38 eV

XYZ file:
```
23
Properties=species:S:1:pos:R:3:nbo_charge:R:1
C -0.224 -0.444 -0.653 -0.033
C 0.696 0.599 0.454 0.108
C -0.381 1.020 1.375 -0.248
C 0.700 -0.574 -1.874 -0.619
C -0.422 -1.830 -0.033 -0.631
C -1.570 0.112 -1.126 -0.632
N 0.367 1.915 2.527 -0.856
O 1.705 -0.139 1.086 -0.721
H 2.409 -0.321 0.444 0.477
H 1.111 1.426 -0.127 0.164
H 1.069 1.319 2.974 0.356
H 0.898 2.669 2.091 0.340
H -1.088 1.719 0.935 0.215
H -0.856 0.212 1.929 0.209
H 0.861 0.396 -2.358 0.204
H 1.676 -0.988 -1.606 0.193
H 0.265 -1.238 -2.633 0.207
H -1.093 -1.799 0.831 0.207
H -0.868 -2.527 -0.755 0.208
H 0.528 -2.269 0.286 0.219
H -2.318 0.112 -0.327 0.211
H -1.469 1.133 -1.508 0.208
H -1.996 -0.504 -1.930 0.214
```


Record 3
The following is a quantum chemistry calculation of C6H7NOS in the gas phase at a distorted geometry, from the Open Molecules 2025 dataset.

Output
LUMO   0.2892 eV
ΔE to the lowest compared entry with this formula, charge and spin   462.2 kJ/mol
HOMO-LUMO gap   8.72 eV

XYZ file:
```
16
Properties=species:S:1:pos:R:3:nbo_charge:R:1
C 1.514 0.805 -1.571 -0.516
C 0.800 0.028 -0.772 0.226
C -0.406 -1.841 0.313 -0.167
C -1.738 -1.739 0.101 -0.421
C 0.699 -0.992 0.127 -0.395
C -1.378 1.602 1.583 -0.011
N -1.614 0.410 1.254 -0.618
O -1.439 0.579 -1.397 -0.927
S -2.275 0.015 -0.334 1.334
H 1.848 0.130 -2.384 0.238
H -0.064 -2.824 0.508 0.211
H -2.541 -2.508 0.258 0.242
H 1.609 -1.343 0.635 0.240
H -1.536 2.491 0.944 0.147
H -0.975 1.964 2.540 0.178
H 1.478 1.912 -1.639 0.240
```


Record 4
The following is a quantum chemistry calculation of C6H12N2O4S in the gas phase at a distorted geometry, from the Open Molecules 2025 dataset.

Output
LUMO   0.8005 eV
ΔE to the lowest compared entry with this formula, charge and spin   453.9 kJ/mol
HOMO-LUMO gap   10.34 eV

XYZ file:
```
25
Properties=species:S:1:pos:R:3:nbo_charge:R:1
C 2.852 0.874 -1.556 -0.414
C 1.382 0.706 -1.751 -0.424
C -2.192 0.535 0.444 -0.248
C -2.807 -0.855 0.195 -0.084
C 1.813 1.260 -0.440 -0.100
C -0.870 -2.153 -0.017 0.687
N -0.770 0.420 0.287 -0.981
N 1.712 0.463 0.692 -0.812
O 0.269 -0.442 2.553 -0.875
O 0.115 1.839 2.164 -0.927
O -1.939 -1.859 0.685 -0.506
O 0.117 -2.683 0.380 -0.623
S 0.210 0.649 1.397 2.395
H 3.444 -0.004 -1.333 0.211
H 3.286 1.662 -2.091 0.215
H 0.881 1.433 -2.417 0.227
H 1.058 -0.397 -1.762 0.227
H -2.566 1.235 -0.213 0.204
H -2.495 0.872 1.515 0.190
H -3.787 -0.988 0.868 0.213
H -3.096 -0.976 -0.923 0.187
H 1.981 2.320 -0.313 0.241
H -1.058 -2.113 -1.152 0.092
H 1.753 -0.563 0.471 0.397
H 0.708 -1.237 2.318 0.508
```


Record 5
The following is a quantum chemistry calculation of a gas-phase ion, C2H6ClN2 (charge +1) at a distorted geometry, from the Open Molecules 2025 dataset.

Output
LUMO   -4.7242 eV
ΔE to the lowest compared entry with this formula, charge and spin   90.0 kJ/mol
HOMO-LUMO gap   10.87 eV
Charge   +1

XYZ file:
```
11
Properties=species:S:1:pos:R:3:nbo_charge:R:1
C 0.245 0.239 -0.747 0.480
C 0.027 -0.708 1.499 -0.455
N -0.121 1.093 -1.717 -0.701
N -0.477 0.115 0.416 -0.517
Cl 1.819 -0.339 -0.991 0.186
H 0.300 -1.760 1.227 0.235
H -0.488 -0.772 2.426 0.261
H 1.057 -0.330 1.633 0.226
H -1.102 1.294 -1.734 0.411
H 0.172 0.803 -2.607 0.423
H -1.432 0.365 0.594 0.451
```


Record 6
The following is a quantum chemistry calculation of a molecular structure, C19H28As2Pd, from the Open Molecules 2025 dataset.

Output
LUMO   0.7859 eV
HOMO-LUMO gap   6.70 eV

XYZ file:
```
50
Properties=species:S:1:pos:R:3:nbo_charge:R:1
Pd -0.377 0.405 0.507 0.035
C -1.640 3.818 -0.347 -0.629
C -1.463 2.900 0.828 0.012
C -2.536 2.190 1.353 -0.255
C -2.353 1.260 2.385 -0.027
C -3.507 0.443 2.898 -0.627
C -1.080 1.078 2.919 -0.202
C 0.034 1.746 2.379 -0.044
C 1.412 1.519 2.950 -0.626
C -0.171 2.654 1.326 -0.287
H -1.418 3.258 -1.264 0.217
H -0.950 4.657 -0.291 0.214
H -2.660 4.187 -0.410 0.215
H -3.530 2.351 0.954 0.208
H -3.537 -0.504 2.356 0.221
H -4.453 0.954 2.738 0.214
H -3.387 0.218 3.956 0.213
H -0.931 0.379 3.737 0.208
H 1.881 0.666 2.445 0.229
H 1.359 1.298 4.014 0.214
H 2.044 2.392 2.800 0.216
H 0.671 3.224 0.936 0.224
C 1.411 -2.933 2.006 -0.955
As 0.338 -1.907 0.698 0.907
C -0.596 -3.475 -0.058 -0.939
C 1.632 -1.590 -0.756 -0.371
C 2.897 -2.166 -0.699 -0.224
C 3.860 -1.904 -1.657 -0.210
C 3.559 -1.063 -2.712 -0.212
C 2.300 -0.493 -2.792 -0.251
C 1.328 -0.729 -1.825 -0.222
As -0.409 0.206 -1.918 0.894
C -0.111 1.478 -3.403 -0.957
C -1.403 -1.104 -3.015 -0.939
H 1.728 -3.890 1.591 0.217
H 0.776 -3.129 2.874 0.232
H 2.275 -2.357 2.342 0.230
H 0.088 -4.081 -0.653 0.222
H -1.438 -3.160 -0.675 0.224
H -0.983 -4.076 0.768 0.224
H 3.146 -2.830 0.119 0.208
H 4.840 -2.354 -1.580 0.212
H 4.301 -0.853 -3.470 0.211
H 2.083 0.162 -3.625 0.206
H 0.100 0.951 -4.335 0.216
H 0.697 2.171 -3.163 0.232
H -1.029 2.054 -3.545 0.231
H -0.731 -1.603 -3.713 0.221
H -2.168 -0.568 -3.580 0.224
H -1.898 -1.848 -2.393 0.224
```


| no. | E_tot (eV) |
| --- | --- |
| 1 | -79552.3808 |
| 2 | -10001.9350 |
| 3 | -20702.5317 |
| 4 | -28418.1511 |
| 5 | -17666.6761 |
| 6 | -145313.7625 |